# 1
Molecular formula: C38H104N4O12
Method: DFT, the ωB97M-V functional and the def2-TZVPD basis

Each line ends with the Löwdin charge.
Positions of all 158 atoms, in Å:
O 1.85 -0.69 2.95  -0.103
O 6.15 -0.39 -0.19  -0.101
O -6.34 1.67 3.38  -0.059
O -0.61 -2.01 -3.85  -0.216
O -4.05 -0.19 4.07  -0.225
O -4.60 -0.41 -2.03  -0.229
O 5.24 1.16 -2.42  -0.115
O -0.14 -2.13 4.65  -0.092
O 5.84 -3.37 0.04  -0.198
O 0.16 5.16 -2.29  -0.021
O 3.33 2.27 -1.08  -0.086
O 2.07 0.14 0.09  -0.087
N -7.40 -0.70 -2.20  0.058
N -3.54 -3.53 -2.47  0.028
N 3.47 -3.75 -1.79  0.055
N -2.07 2.90 4.79  0.038
C -3.27 0.69 4.86  -0.176
C 3.49 3.25 1.08  -0.038
C 2.69 0.91 4.51  -0.055
C -5.31 0.17 -3.07  -0.240
C 8.00 -0.15 1.42  -0.082
C 4.30 0.58 -4.55  -0.095
C -1.44 -2.24 2.53  -0.045
C 4.15 3.15 -0.28  -0.467
C 3.07 -0.09 3.44  -0.460
C -0.75 -3.01 3.65  -0.443
C 4.40 4.41 -1.02  -0.046
C -1.47 1.27 3.19  -0.083
C -3.49 0.36 -1.52  -0.068
C -6.78 1.41 2.09  -0.506
C -5.76 1.99 1.06  -0.057
C -0.99 5.64 -2.88  -0.565
C -1.31 -4.52 -2.11  -0.025
C 0.67 0.23 -1.93  -0.038
C 5.32 0.21 -3.52  -0.273
C -1.86 -2.60 -3.83  -0.243
C 6.71 -4.22 0.82  -0.066
C 6.51 0.12 1.12  -0.263
C -1.68 4.67 -3.80  -0.078
C 0.18 1.73 0.11  -0.015
C -2.15 -3.20 -2.48  -0.427
C 3.77 -1.29 4.09  -0.042
C -2.56 1.85 3.95  -0.435
C -5.00 -0.87 4.93  -0.089
C 0.78 0.34 -0.43  -0.453
C -6.99 -0.11 1.95  -0.046
C -6.53 -0.71 -3.34  -0.439
C 2.20 -3.19 0.33  -0.048
C -0.37 -1.18 -4.94  -0.116
C 3.51 -3.02 -0.48  -0.389
C -7.30 -0.17 -4.59  -0.057
C -0.53 6.77 -3.73  -0.072
C 0.37 -3.89 3.13  -0.062
C 4.53 -3.72 0.36  -0.279
H 4.75 5.14 -0.33  0.072
H 4.13 3.71 1.79  0.072
H -1.50 -3.62 4.22  0.144
H -3.79 -3.92 -1.56  0.078
H -1.39 2.67 5.52  0.092
H 0.52 -0.61 -4.77  0.068
H 3.86 1.83 -1.75  0.027
H -3.91 1.25 5.49  0.091
H -2.51 0.17 5.47  0.135
H -4.67 0.14 -3.96  0.125
H -6.95 -1.11 -1.40  0.059
H -1.92 -2.82 1.74  0.085
H 3.19 0.59 -4.20  0.093
H 3.67 1.24 4.97  0.100
H 0.05 -4.48 2.28  0.077
H 2.21 -4.15 0.80  0.072
H -3.13 -0.15 -0.65  0.073
H 7.71 -4.08 0.50  0.074
H -1.76 0.48 2.46  0.084
H 2.68 0.87 -0.27  0.077
H 5.98 -0.46 1.90  0.107
H 4.43 -4.84 0.21  0.144
H 5.10 4.23 -1.81  0.078
H 4.57 -0.78 4.66  0.079
H 2.78 -3.38 -2.43  0.056
H 2.99 -1.71 4.73  0.084
H 6.31 1.17 1.16  0.088
H -3.87 1.37 -1.37  0.077
H 6.51 -5.25 0.61  0.081
H 0.92 -0.77 -2.36  0.082
H -3.33 2.35 3.36  0.133
H -7.48 0.91 -4.57  0.079
H 2.55 3.89 1.00  0.110
H 2.22 0.44 5.35  0.073
H 8.26 0.23 2.44  0.086
H -7.63 -0.50 2.74  0.084
H -0.33 -1.71 -5.90  0.087
H 0.11 6.30 -4.50  0.091
H -5.47 1.28 3.46  0.041
H -5.41 -1.69 4.37  0.076
H -1.08 4.46 -4.69  0.071
H 1.12 -3.24 2.74  0.032
H 0.44 1.83 1.18  0.054
H 0.80 -4.45 3.99  0.095
H -7.76 1.91 1.95  0.140
H 4.20 -2.08 3.45  0.070
H 3.59 0.44 2.64  0.117
H -0.89 1.77 -0.04  0.064
H 0.12 7.50 -3.25  0.083
H -2.72 -1.91 -4.05  0.120
H 4.36 -3.59 -2.22  0.053
H -0.73 -1.71 1.96  0.045
H 6.61 -3.97 1.88  0.097
H -4.63 -1.26 5.91  0.098
H 0.01 4.41 -1.71  0.078
H 3.22 2.31 1.52  0.046
H 5.93 -1.33 -0.17  0.052
H 8.07 -1.28 1.49  0.082
H 0.34 -1.43 4.14  0.060
H -8.27 -0.66 -4.81  0.077
H -0.24 -4.28 -2.06  0.060
H -2.16 -1.54 2.87  0.035
H 2.11 1.74 4.17  0.068
H -5.53 3.07 1.25  0.087
H -8.27 -1.16 -2.35  0.065
H -0.68 0.85 3.79  0.072
H -5.60 1.21 -2.83  0.131
H -1.89 -3.34 -4.69  0.150
H 5.26 -0.84 -3.20  0.118
H -4.74 1.54 1.19  0.075
H -1.32 -0.55 -5.00  0.105
H -6.09 -1.67 -3.64  0.126
H -1.79 5.94 -2.20  0.135
H -1.42 -5.40 -2.80  0.090
H -6.70 -0.44 -5.45  0.066
H 4.49 1.59 -4.92  0.073
H -2.61 5.07 -4.22  0.083
H 1.31 -3.08 -0.24  0.062
H 6.24 0.36 -3.98  0.088
H -1.41 7.27 -4.16  0.088
H 3.50 4.90 -1.46  0.103
H 4.33 -3.60 1.51  0.145
H 1.77 -0.31 2.06  0.052
H -1.66 -4.89 -1.19  0.036
H 2.18 -2.36 1.05  0.060
H -7.47 -0.25 0.95  0.068
H 3.82 -1.99 -0.69  0.120
H 8.69 0.23 0.66  0.075
H -5.80 -0.13 5.21  0.099
H 5.13 2.65 -0.09  0.130
H -1.85 3.62 -3.41  0.090
H 4.34 -0.14 -5.42  0.091
H 0.73 2.54 -0.45  0.070
H -5.98 -0.49 1.80  0.074
H -0.43 0.38 -2.17  0.081
H 1.20 0.95 -2.47  0.043
H -2.83 3.43 5.16  0.065
H -1.90 -2.38 -1.77  0.130
H 0.22 -0.42 -0.01  0.093
H 5.49 0.70 -1.58  0.065
H -4.18 -2.73 -2.64  0.059
H -2.64 0.39 -2.28  0.089
H -6.16 1.82 0.03  0.080
H -1.05 2.09 2.62  0.067

multiplicity	1
lowest unoccupied orbital energy	0.61	eV
SMILES string	COC[C@H](C)N.COC[C@H](C)N.COC[C@H](C)N.COC[C@H](C)N.CC(C)O.CC(C)O.CC(C)O.CC(C)O.CC(C)O.CC(C)O.CCO.CCO
relative energy (zero: lowest compared OMol25 entry of this formula, charge and spin)	35.0	kcal per mole
E_tot	-71618.7513	eV
net charge	0


# 2
Molecular formula: C38H112N20O14
Method: DFT, the ωB97M-V functional and the def2-TZVPD basis

Each line ends with the Löwdin charge.
Positions of all 184 atoms, in Å:
O -4.48 -2.48 3.17  -0.220
O -2.07 2.06 6.41  -0.237
O 2.01 -4.04 5.49  -0.222
O 1.06 1.26 -6.77  -0.194
O 4.72 0.66 2.52  -0.004
O 6.24 2.80 -4.74  -0.195
O -3.14 0.72 2.15  0.014
O 1.25 5.47 4.03  0.095
O 3.79 -1.18 -5.51  -0.213
O 0.75 -1.98 0.96  -0.209
O -3.44 -5.39 -4.20  0.030
O -1.75 3.33 0.72  -0.060
O -3.89 1.52 -2.75  -0.248
O -0.04 5.85 -0.95  0.009
N -2.61 -3.41 -4.10  0.164
N -0.19 5.94 2.48  0.183
N -2.65 -4.64 -2.31  0.194
N 1.09 0.48 7.49  0.046
N -0.21 0.95 1.03  0.059
N 1.21 4.12 -0.27  0.214
N 1.00 -7.53 6.02  0.031
N -2.25 3.52 -1.44  0.210
N -3.49 2.23 -0.23  0.220
N -1.03 0.24 -5.13  0.049
N 1.58 4.96 -2.15  0.165
N 2.75 1.44 1.58  0.168
N 1.26 -1.16 -4.30  0.023
N -3.46 -4.98 3.83  0.038
N 3.94 2.97 -1.81  0.051
N -2.86 2.28 3.76  0.213
N 3.37 -0.68 1.47  0.165
N -2.32 -0.93 -2.79  0.063
N -3.24 0.32 4.27  0.209
N 0.25 3.90 2.83  0.165
C 0.52 0.98 5.22  -0.036
C -0.03 2.28 -4.04  -0.060
C 1.84 -6.37 5.67  -0.423
C 1.77 -2.89 -2.68  -0.032
C 0.22 1.28 6.68  -0.463
C -2.02 -4.97 1.85  -0.054
C 0.75 0.47 -1.15  -0.047
C -3.02 1.09 3.30  -0.791
C 1.10 -5.07 5.88  -0.214
C 4.56 3.43 -3.06  -0.454
C -2.90 -4.54 -3.54  -0.852
C -2.49 3.02 -0.25  -0.702
C 0.51 5.14 3.19  -0.853
C 5.53 2.38 -3.54  -0.156
C 2.25 -6.69 4.18  -0.048
C -4.06 -3.42 2.20  -0.207
C -0.10 2.11 -6.54  -0.171
C 3.73 0.52 1.80  -0.731
C -3.79 -0.94 -2.69  -0.391
C -4.42 0.31 -3.27  -0.177
C 5.44 2.88 -5.85  -0.149
C 3.37 -2.32 -4.75  -0.180
C 0.87 5.02 -1.05  -0.825
C 1.96 1.87 -7.69  -0.105
C 5.19 4.75 -2.90  -0.062
C -1.93 3.36 6.95  -0.075
C -0.80 1.69 -5.23  -0.389
C 0.86 -1.69 2.43  -0.046
C -0.29 0.10 -0.09  -0.401
C -2.82 -4.17 2.80  -0.435
C 1.69 -2.69 5.98  -0.074
C -0.31 -1.46 0.19  -0.174
C -4.56 2.69 -3.27  -0.059
C -1.25 1.09 7.01  -0.184
C 2.41 -1.86 -3.60  -0.347
C -4.23 -1.32 -1.28  -0.054
C 4.66 -1.48 -6.56  -0.119
C -5.70 -1.79 2.70  -0.055
H -2.57 -3.86 -1.67  0.094
H -4.32 -4.64 4.23  0.070
H -0.63 3.59 2.42  0.052
H -1.56 4.24 -1.57  0.099
H 1.34 -2.37 -1.82  0.049
H -3.54 -5.80 3.25  0.057
H -0.53 1.88 0.82  0.035
H 0.83 3.21 3.27  0.084
H 4.63 -0.70 -7.32  0.088
H 0.93 0.78 8.45  0.077
H 0.98 -3.49 -3.14  0.082
H -1.13 -0.13 -6.07  0.088
H -4.21 -1.80 -3.23  0.124
H 2.94 1.43 -7.53  0.059
H 0.71 -2.42 5.56  0.063
H -2.86 3.03 3.09  0.114
H -4.85 -4.13 1.94  0.123
H -2.84 3.91 7.15  0.092
H 1.72 -2.55 7.06  0.079
H -0.18 -0.09 -4.71  0.002
H -2.17 -3.50 3.36  0.121
H -1.29 0.39 -0.42  0.105
H 3.12 -6.10 3.90  0.071
H -2.52 -3.40 -5.11  0.123
H -2.69 3.09 -2.24  0.061
H -0.46 -1.91 -0.79  0.098
H -5.64 2.58 -3.21  0.100
H 1.60 5.70 -2.83  0.117
H 0.09 3.18 -6.57  0.122
H -4.44 0.30 -4.36  0.133
H 0.57 3.98 0.51  0.075
H -6.02 -1.07 3.46  0.088
H 3.80 1.97 -1.74  0.076
H -1.63 -4.41 1.00  0.068
H 5.15 1.39 -3.80  0.117
H -3.80 1.83 -1.10  0.066
H 5.63 -1.87 -6.24  0.089
H 4.53 3.21 -1.02  0.090
H 0.51 -1.74 -4.64  0.072
H -4.24 2.87 -4.29  0.093
H -5.36 -1.24 1.82  0.071
H 2.51 -7.73 3.97  0.065
H 4.86 1.96 -5.90  0.077
H 2.95 -1.03 -3.15  0.127
H -2.67 -5.74 1.41  0.087
H -0.77 1.82 -7.35  0.117
H -5.46 0.21 -2.97  0.124
H -1.41 4.03 6.27  0.097
H 1.70 -8.26 5.97  0.060
H 5.96 2.77 -6.80  0.090
H 2.77 -6.16 6.20  0.130
H 0.31 1.80 4.53  0.050
H 0.82 1.55 -1.22  0.059
H 2.44 -0.88 1.14  0.053
H -2.67 2.29 4.75  0.073
H -3.81 -0.79 -0.43  0.065
H -3.59 1.67 0.61  0.073
H 1.72 0.02 -0.92  0.068
H 1.00 1.92 -4.04  0.075
H -1.08 -5.33 2.27  0.084
H -1.79 2.15 -5.14  0.117
H -1.10 5.67 2.13  0.110
H -3.46 -0.60 3.92  0.104
H 1.33 -6.52 3.62  0.066
H 5.75 5.05 -3.79  0.086
H 4.50 5.55 -2.62  0.083
H 6.01 4.83 -2.19  0.093
H -2.38 -2.61 -3.53  0.031
H 2.94 2.43 1.63  0.096
H -2.08 -0.43 -3.63  0.028
H 1.82 1.11 1.36  0.030
H -5.32 -1.40 -1.20  0.088
H 1.89 3.40 -0.47  0.080
H 0.64 2.27 6.86  0.139
H -1.43 3.29 7.92  0.094
H 3.78 3.59 -3.81  0.126
H -4.27 3.60 -2.73  0.085
H -3.13 0.54 5.25  0.104
H 4.25 -2.82 -4.34  0.123
H 4.33 -2.41 -7.03  0.079
H 0.65 0.15 -2.19  0.044
H -1.56 0.11 6.65  0.129
H -1.31 1.18 8.09  0.124
H -4.00 -2.32 -0.94  0.046
H 0.84 -7.60 7.01  0.063
H 1.70 -2.27 2.82  0.088
H 6.33 2.14 -2.85  0.135
H -0.48 1.84 -3.14  0.046
H 2.33 4.28 -2.22  0.045
H -1.21 -1.77 0.73  0.107
H 0.20 -4.93 5.27  0.122
H -0.06 6.93 2.66  0.124
H 0.98 -0.63 2.65  0.056
H 1.85 1.66 -8.75  0.091
H -6.50 -2.48 2.46  0.087
H 0.88 -4.96 6.94  0.122
H 4.95 3.85 -5.83  0.091
H 1.97 0.92 7.25  0.084
H 2.34 -2.01 5.43  0.078
H 3.96 -1.45 1.76  0.130
H 1.73 -0.63 -5.02  0.055
H 0.03 3.34 -3.79  0.070
H -3.07 -5.44 -1.87  0.125
H 2.85 -3.04 -5.38  0.126
H -1.92 -0.45 -2.00  0.045
H -0.95 0.68 1.65  0.065
H 1.61 0.96 5.14  0.086
H -3.91 -2.91 1.25  0.092
H 2.54 -3.60 -2.37  0.082
H -0.01 0.11 4.82  0.071
H 2.19 2.88 -7.34  0.090
H -0.06 -2.06 2.88  0.076

multiplicity	1
lowest unoccupied orbital energy	0.38	eV
relative energy (zero: lowest compared OMol25 entry of this formula, charge and spin)	156.6	kcal per mole
E_tot	-99685.7868	eV
net charge	0